{"formula": "C44H57BF4IrN2Si2Te", "method": "ωB97M-V with the def2-TZVPD basis set", "multiplicity": 6, "total_charge": 0, "gap_ev": [4.49, 4.18], "e_tot_ha": -3195.84878, "e_lumo_ev": [-1.690, -4.018], "fmax_ha_per_bohr": 0.077, "species": ["Ir", "C", "N", "C", "C", "C", "C", "C", "N", "C", "C", "C", "C", "C", "C", "H", "H", "H", "H", "H", "H", "H", "H", "H", "H", "H", "F", "B", "F", "F", "F", "C", "C", "C", "C", "C", "C", "Si", "C", "C", "C", "C", "C", "C", "H", "H", "H", "H", "H", "H", "H", "H", "H", "H", "H", "C", "C", "C", "C", "Si", "C", "C", "C", "C", "C", "C", "C", "C", "H", "H", "H", "H", "H", "H", "H", "H", "H", "H", "H", "H", "H", "H", "H", "H", "H", "H", "H", "H", "H", "H", "H", "H", "H", "H", "H", "C", "Te", "C", "C", "C", "C", "C", "C", "C", "H", "H", "H", "H", "H", "H", "H", "H"], "coordinates": [[-21.17980, -7.90447, -7.58652], [-23.47852, -9.29881, -5.92511], [-23.04805, -8.09717, -6.61280], [-23.47694, -6.93208, -6.15402], [-22.81285, -5.77463, -6.55844], [-22.89014, -4.41200, -6.11404], [-21.73508, -3.76516, -6.55818], [-20.94316, -4.74524, -7.21572], [-21.66196, -5.92728, -7.33899], [-22.52073, -9.82979, -4.89626], [-21.97618, -9.00597, -3.91175], [-20.77520, -9.36569, -3.10111], [-20.29218, -10.72216, -3.43111], [-21.05403, -11.58808, -4.13583], [-22.23464, -11.20030, -4.80650], [-23.59306, -10.14294, -6.63576], [-24.45870, -9.08627, -5.46547], [-24.39156, -6.70445, -5.57765], [-23.67681, -4.01042, -5.47003], [-21.47352, -2.71281, -6.40940], [-20.01901, -4.49022, -7.72788], [-22.24848, -7.92692, -3.73616], [-21.01404, -9.31791, -2.05210], [-19.32677, -10.97063, -3.07725], [-20.69819, -12.60604, -4.31069], [-22.85227, -12.00805, -5.22524], [-14.66544, -7.20463, -10.78019], [-14.48980, -8.61381, -10.42867], [-13.97541, -9.34477, -11.54134], [-13.59843, -8.61648, -9.30638], [-15.71748, -9.16419, -9.97106], [-19.55803, -5.94245, -2.22682], [-19.93934, -7.24748, -2.17030], [-19.62616, -8.24994, -3.20640], [-19.31311, -7.63560, -4.54320], [-19.11230, -6.20960, -4.57425], [-19.22302, -5.35766, -3.49382], [-19.32737, -8.47453, -6.23235], [-18.08940, -9.85556, -6.63768], [-16.70386, -9.64339, -6.61971], [-15.80263, -10.68635, -6.67287], [-16.26632, -12.00017, -6.66982], [-17.64254, -12.27739, -6.64595], [-18.52624, -11.21387, -6.57476], [-19.52063, -5.29934, -1.37299], [-20.30856, -7.62412, -1.25998], [-18.71988, -8.77677, -2.80594], [-18.83002, -5.69602, -5.51526], [-19.06090, -4.28668, -3.60993], [-20.58713, -9.51259, -7.36660], [-16.35051, -8.58774, -6.75384], [-14.74725, -10.41179, -6.73155], [-15.52685, -12.81016, -6.67323], [-17.99099, -13.26602, -6.80310], [-19.58412, -11.40510, -6.38862], [-23.47283, -8.97281, -11.81575], [-23.31471, -8.88998, -10.26244], [-24.18738, -7.68579, -9.76897], [-23.92069, -10.22060, -9.65289], [-21.45350, -8.68096, -9.77948], [-20.55854, -7.36908, -11.02021], [-21.46235, -6.17012, -11.24558], [-20.11636, -8.03143, -12.36551], [-19.35700, -6.73316, -10.29705], [-20.58983, -10.48211, -10.16986], [-21.02249, -11.51605, -9.12071], [-20.99266, -11.01403, -11.53165], [-19.08555, -10.32969, -10.14611], [-24.54218, -8.85893, -12.05086], [-23.07369, -9.90629, -12.23279], [-23.02212, -8.05878, -12.26551], [-23.78844, -6.78516, -10.20415], [-24.16655, -7.65373, -8.69688], [-25.21141, -7.96493, -10.11184], [-24.99495, -10.18394, -9.51559], [-23.46638, -10.37787, -8.65526], [-23.69824, -11.12821, -10.20427], [-22.48315, -6.38882, -11.56462], [-21.06446, -5.56405, -12.05949], [-21.52117, -5.52469, -10.35047], [-20.95356, -8.48778, -12.91475], [-19.35980, -8.75679, -12.16866], [-19.75558, -7.25493, -13.00510], [-19.71717, -6.31278, -9.34190], [-18.90107, -5.87514, -10.84036], [-18.56390, -7.44206, -10.05852], [-21.50055, -11.17134, -8.19251], [-20.23043, -12.14547, -8.77765], [-21.69810, -12.19202, -9.58415], [-22.05850, -11.31037, -11.61103], [-20.36297, -11.95418, -11.72483], [-20.77652, -10.28555, -12.32908], [-18.61853, -10.01240, -9.19223], [-18.67487, -9.64879, -10.87790], [-18.67363, -11.32570, -10.37944], [-15.30148, -6.51161, -8.18663], [-17.49571, -6.46887, -7.51227], [-16.66100, -4.36472, -6.80513], [-15.15457, -4.34258, -6.89920], [-14.34223, -3.28034, -6.52185], [-12.98633, -3.33165, -6.79472], [-12.32549, -4.45861, -7.17220], [-13.14025, -5.58143, -7.46051], [-14.54779, -5.48409, -7.51052], [-15.30817, -6.40061, -9.24305], [-14.89706, -7.51865, -8.02803], [-17.02060, -4.15931, -5.75170], [-17.15551, -3.60073, -7.38670], [-14.74523, -2.40170, -6.02079], [-12.43655, -2.41788, -6.55969], [-11.24670, -4.58660, -7.26639], [-12.73392, -6.55151, -7.69080]], "atomic_forces_ev_per_a": [[2.1, -1.0, 1.8], [-1.2, -0.9, -0.4], [0.8, 0.6, 1.6], [-0.6, 0.2, -0.9], [1.2, 1.8, -0.5], [-0.2, -0.8, 0.1], [0.2, -0.6, 0.2], [-2.0, 0.0, -0.6], [0.8, 1.3, 1.3], [0.0, 1.5, 1.8], [0.1, 1.1, -0.8], [0.4, 0.1, -1.2], [-0.5, 0.1, -0.3], [0.5, -0.6, -0.1], [0.1, -0.7, -0.2], [-0.2, 0.7, 0.1], [0.1, -0.2, -0.1], [0.4, -1.0, 0.1], [0.3, -0.1, -0.4], [-0.1, -0.6, 0.0], [-0.1, -0.6, -0.1], [-0.1, -1.1, -0.8], [-0.3, -0.2, 0.7], [0.8, -0.5, 0.4], [-0.1, 0.2, 0.2], [0.3, 0.8, -0.3], [0.0, -1.2, -0.1], [0.4, 0.0, -0.5], [-0.6, 0.9, 1.3], [-0.1, -0.2, -0.4], [0.3, 0.5, -0.3], [-0.3, 0.0, -1.1], [1.3, 1.7, 0.0], [-0.5, -0.8, 0.2], [0.5, 1.8, -0.1], [-0.1, -1.5, -1.2], [0.3, -0.5, 0.9], [-2.0, -0.3, -1.1], [0.1, -0.7, 1.8], [-0.6, 1.2, -1.0], [0.3, 0.1, 0.1], [0.3, -0.2, 0.0], [1.1, 1.4, -0.3], [-0.4, 1.0, 0.1], [-0.5, 0.1, 0.5], [-0.3, -0.4, 1.1], [-0.3, 0.1, -0.3], [-0.6, -0.6, 0.6], [0.0, -0.3, 0.1], [-0.9, 0.8, -0.4], [0.1, -1.3, 0.6], [-0.2, -0.5, 0.0], [-0.4, 0.3, -0.2], [-0.3, -0.8, 0.3], [0.2, 0.0, -0.5], [-0.1, 1.1, 0.4], [-0.8, -0.6, -0.3], [0.1, -2.0, -0.9], [1.2, 0.8, 0.8], [0.9, -1.4, -1.7], [-0.2, -0.6, 0.4], [-0.7, 0.5, -0.3], [-1.3, 0.8, 0.8], [0.4, 0.2, 0.1], [-1.0, 1.6, 1.0], [-0.3, 0.3, 0.4], [0.6, -1.2, -0.9], [1.0, -0.4, 0.5], [0.1, -0.4, 0.0], [-0.2, 0.7, 0.0], [-0.1, -1.0, 0.0], [-0.4, 0.5, 0.0], [-0.1, 0.3, 0.5], [0.4, 0.8, 0.2], [-0.4, 0.3, -0.1], [-0.4, 0.0, -0.3], [0.2, 0.1, -0.3], [0.2, -0.1, 0.1], [0.3, 0.3, -0.1], [-0.1, -0.3, -0.3], [0.3, 0.1, 0.3], [0.4, -0.3, -0.3], [0.6, 0.6, -0.5], [0.0, -0.1, -0.2], [-0.2, -0.5, -0.1], [0.2, -0.2, -0.1], [0.1, 0.3, -0.4], [1.1, -0.4, 0.1], [-0.9, -0.6, -0.3], [0.7, 0.1, 0.2], [-0.8, 1.1, 0.0], [-0.1, -0.7, 0.3], [-0.6, -0.2, -0.2], [0.0, 0.0, -0.2], [0.2, 0.2, 0.1], [-1.2, -1.6, 1.0], [3.1, 2.4, -0.4], [-0.7, -0.2, 1.5], [0.1, -1.6, -1.3], [-0.8, -0.2, -0.2], [0.7, 1.9, 1.1], [-0.9, -2.3, -0.6], [-0.4, 0.4, -0.2], [1.2, 2.3, 1.9], [-0.5, 0.2, -1.1], [-0.4, 0.1, 0.0], [0.3, -0.7, -1.0], [-0.2, 0.0, -0.6], [0.0, -0.1, -0.3], [0.1, -0.3, -0.1], [-0.3, 0.4, 0.1], [0.4, -0.1, -0.4]], "mulliken_spin": [0.79, -0.05, 0.07, 0.05, 0.01, 0.11, -0.02, 0.14, -0.12, -0.08, 0.37, 0.00, 0.35, -0.12, 0.53, 0.02, -0.01, -0.01, 0.00, 0.00, 0.01, -0.04, 0.05, -0.01, 0.01, -0.02, 0.00, 0.00, 0.00, 0.00, 0.00, -0.08, 0.35, 0.10, 0.44, -0.03, 0.34, 0.05, -0.01, 0.02, 0.02, 0.01, 0.00, -0.02, 0.00, 0.00, 0.06, -0.03, 0.02, 0.05, 0.01, 0.00, 0.00, 0.00, 0.07, 0.02, 0.09, 0.05, 0.03, 0.12, -0.01, 0.06, 0.01, 0.31, -0.02, -0.05, 0.00, 0.08, 0.00, 0.00, 0.00, -0.01, -0.01, 0.00, 0.00, -0.01, 0.00, 0.00, 0.00, 0.01, 0.00, 0.00, 0.00, -0.03, -0.02, 0.01, 0.04, 0.00, 0.00, 0.00, 0.00, 0.00, 0.00, 0.01, 0.00, 0.10, 0.70, 0.09, 0.01, 0.00, 0.00, 0.00, 0.00, -0.02, 0.04, -0.03, 0.00, -0.01, 0.00, 0.00, 0.00, 0.00]}